Model one:
Molecular formula: C8H17N2
Method: DFT, ωB97M-V with the def2-TZVPD basis set

Charge: +1
Kohn-Sham gap in Eh: 0.4027
SMILES: C[C@@H]1CCN(C)C1=[N+](C)C
2S+1: 1

CARTESIAN COORDINATES (ANGSTROEM)
N -0.4208 -1.2674 0.0641
N 1.2977 0.2830 -0.2499
C -1.8989 -1.2598 -0.2085
C 0.0321 -0.0187 -0.1455
C 0.3133 -2.4459 0.2981
C -2.2570 0.1455 -0.7246
C -1.3437 1.8552 0.8887
C -1.1103 1.0089 -0.3641
C 1.8651 1.6078 -0.7255
C 2.5395 -0.4141 0.1213
H 3.0867 -0.5754 -0.7435
H -2.1286 -2.0134 -1.0018
H -2.1166 1.3741 1.4194
H -3.2384 0.6280 -0.2863
H 2.3961 -1.3261 0.6453
H 1.1554 2.2981 -1.0774
H 0.7174 -2.5344 1.2235
H -2.3860 -1.5505 0.7239
H 3.2102 0.2320 0.7681
H -2.5089 0.0441 -1.8213
H 2.4335 1.3957 -1.5781
H -0.8450 1.5348 -1.2943
H -0.3644 1.8877 1.4250
H 2.4159 2.0350 0.0674
H -0.2125 -3.3526 0.1128
H 1.0753 -2.4943 -0.5395
H -1.7250 2.9372 0.7320

Model two:
Molecular formula: C8H17N2
Method: DFT, ωB97M-V with the def2-TZVPD basis set

Charge: +1
Kohn-Sham gap in Eh: 0.2353
2S+1: 1

CARTESIAN COORDINATES (ANGSTROEM)
N 0.4633 -1.0317 0.8581
N 2.2523 0.1125 -0.0486
C -2.5176 1.2455 -0.0366
C 3.6094 0.3501 -0.4961
C -0.6407 -0.5703 0.0163
C -1.1572 0.8671 0.2089
C -0.1380 -0.8542 -1.4135
C -0.3131 1.6807 0.8939
C -1.7309 -1.6136 0.3666
C 1.7566 -0.6825 0.7677
H -2.6661 2.0280 -0.8533
H -2.6444 -1.5903 -0.1263
H 0.2113 -1.8650 -1.6534
H 0.6619 1.7028 0.3628
H -0.9571 -0.6435 -2.1298
H 0.6241 -0.1010 -1.6554
H -2.9090 1.8061 0.8980
H 0.1572 -1.5279 1.6833
H 3.6108 -0.0541 -1.6235
H -3.2481 0.4536 -0.2061
H 4.4388 -0.1666 0.0588
H 3.7374 1.3570 -0.5628
H -0.7425 2.6751 0.9320
H -1.8543 -1.7933 1.3814
H -1.2101 -2.3794 -0.1561
H 0.0112 1.5016 1.9152
H 2.4321 -1.3212 1.3794

According to the calculations, the structures order from most to least stable as model one, model two.

Model one:
Molecular formula: C4H4Cl2
Method: DFT, ωB97M-V with the def2-TZVPD basis set

Kohn-Sham gap in Eh: 0.3453
SMILES: Cl/C=C\C=C/Cl
2S+1: 1

CARTESIAN COORDINATES (ANGSTROEM)
Cl 0.0352 2.4945 1.4802
Cl -0.0327 -2.4851 -1.4917
C 0.2447 -0.1136 0.6888
C -0.2173 0.1214 -0.6610
C -0.3577 -0.7971 -1.6362
C 0.3990 0.7732 1.6440
H 0.4418 -1.1825 0.9343
H -0.6455 -0.4962 -2.6221
H -0.5711 1.1105 -0.9785
H 0.7035 0.5748 2.6420

Model two:
Molecular formula: C4H4Cl2
Method: DFT, ωB97M-V with the def2-TZVPD basis set

Kohn-Sham gap in Eh: 0.3843
SMILES: Cl/C=C\C=C/Cl
2S+1: 1

CARTESIAN COORDINATES (ANGSTROEM)
Cl 1.1149 1.6730 0.9608
Cl 1.7829 -1.6221 0.1262
C -0.3477 0.4534 -0.8364
C 0.0985 -1.5590 0.7457
C -0.6460 -0.5982 0.2230
C 0.3523 1.5510 -0.5513
H -0.8686 0.4223 -1.7919
H 0.3950 2.5753 -1.0704
H -1.6558 -0.5668 0.6531
H -0.2254 -2.3288 1.5413

According to the calculations, the structures order from most to least stable as model one, model two.

Model one:
Molecular formula: C3H9N2S
Method: DFT, ωB97M-V with the def2-TZVPD basis set

Charge: +1
Kohn-Sham gap in Eh: 0.3923
2S+1: 1

CARTESIAN COORDINATES (ANGSTROEM)
S -0.5048 1.0308 0.8171
N 1.3213 -0.9060 0.3106
N -0.8047 1.8927 -0.5339
C -1.0370 -0.7603 0.5132
C 0.1074 -1.3038 -0.3539
C 1.3357 0.5305 0.3422
H 0.0192 -2.4224 -0.6851
H -0.6360 1.3607 -1.4726
H -1.4853 2.6120 -0.5670
H -2.1681 -0.8608 0.1380
H 2.1458 1.0270 1.2847
H 1.4893 1.0176 -0.6046
H 1.4528 -1.2953 1.2742
H -1.2178 -1.2059 1.5399
H 0.1045 -0.7667 -1.2851

Model two:
Molecular formula: C3H9N2S
Method: DFT, ωB97M-V with the def2-TZVPD basis set

Charge: +1
Kohn-Sham gap in Eh: 0.3380
SMILES: C[C@H](S)C(N)=[NH2+]
2S+1: 1

CARTESIAN COORDINATES (ANGSTROEM)
S 0.1590 0.5331 -2.0340
N 1.9595 0.4198 0.6291
N 0.7508 -1.5308 0.7877
C -1.7943 0.0147 0.0249
C 0.7662 -0.1194 0.4508
C -0.4367 0.5971 -0.1427
H -0.4217 1.7192 0.0237
H -2.3361 0.2164 0.9970
H -2.0822 -1.0571 -0.1131
H 2.8315 -0.1008 0.9538
H -0.0353 -2.1063 0.5246
H -0.7381 1.2809 -2.5662
H -2.4270 0.6547 -0.6287
H 2.1127 1.2807 0.2209
H 1.6916 -1.8021 0.8721

According to the calculations, the structures order from most to least stable as model two, model one.